{
  "formula": "C12H19NO2",
  "method": "wB97M-V/def2-TZVPD",
  "fmax_ev_per_a": 7.700,
  "lumo_ha": [0.1271, 0.1242],
  "spin_multiplicity": 2,
  "s2": 0.7607,
  "energy_ev": -18331.208,
  "total_charge": -1,
  "orbital_gap_ev": [2.867, 6.982],
  "elements": ["O", "O", "N", "C", "C", "C", "C", "C", "C", "C", "C", "C", "C", "C", "C", "H", "H", "H", "H", "H", "H", "H", "H", "H", "H", "H", "H", "H", "H", "H", "H", "H", "H", "H"],
  "coordinates": [[1.1657, 0.2339, -2.5003], [2.1140, -1.7564, -0.2909], [0.5782, 1.4007, -0.8060], [1.8622, 1.9253, -0.3683], [0.9106, -1.8261, 0.4331], [0.2241, 0.7354, -2.0665], [-1.5129, -1.4697, 1.7157], [-0.3610, -1.3413, 2.4798], [-0.5004, 1.5614, 0.2551], [-0.2232, -1.7937, -0.3406], [0.8129, -1.6329, 1.8300], [-2.9222, -0.7972, 2.0280], [-1.3153, 0.8178, -2.2521], [-1.4382, -1.7237, 0.3119], [3.1474, 1.2396, -0.9365], [1.7116, -1.6281, 2.3896], [1.8382, 1.6030, 0.7002], [-3.4684, -1.2854, 2.7710], [-0.2610, 0.8827, 0.9622], [-1.8610, 1.7952, -2.0356], [-1.5299, 1.2374, -0.0948], [-0.3391, -2.3651, -1.2357], [4.1020, 1.0341, -0.4243], [2.0206, 2.9512, -0.5435], [-2.2801, -1.6761, -0.2388], [3.3416, 1.6491, -2.0936], [-0.4122, 2.5633, 0.7866], [2.9384, 0.2160, -1.3333], [-2.7643, 0.2183, 2.4142], [-2.0626, 0.9446, -3.1235], [1.9691, -1.9758, -1.2899], [-3.4820, -0.6378, 1.1180], [-1.6519, -0.1220, -1.6990], [-0.3508, -0.9775, 3.4775]]
}

=====

{
  "formula": "C12H19NOTi",
  "method": "wB97M-V/def2-TZVPD",
  "fmax_ev_per_a": 3.445,
  "lumo_ha": [0.1631, 0.1887],
  "spin_multiplicity": 3,
  "s2": 2.0063,
  "energy_ev": -39399.724,
  "total_charge": -2,
  "orbital_gap_ev": [1.081, 5.598],
  "elements": ["Ti", "O", "N", "C", "C", "C", "C", "C", "C", "C", "C", "C", "C", "C", "C", "H", "H", "H", "H", "H", "H", "H", "H", "H", "H", "H", "H", "H", "H", "H", "H", "H", "H", "H"],
  "coordinates": [[0.2899, -0.1074, -0.8863], [-0.3280, 0.1210, 1.0021], [-1.4048, -0.1731, -1.1024], [2.5689, 0.7023, -1.3133], [0.8682, -2.4429, -1.3812], [-0.1116, 1.5412, 2.9270], [-0.3524, -0.9524, 3.1517], [1.8060, 1.7515, -0.7313], [-0.0590, -2.2031, -2.3164], [-2.2934, 0.4313, 2.3497], [-0.8571, -2.1985, -3.3647], [0.7440, 2.0791, -1.6274], [0.8592, 1.2383, -2.7715], [1.9756, 0.3811, -2.5701], [-0.7667, 0.2832, 2.3429], [0.7521, -1.0731, 3.1318], [2.3182, -0.3875, -3.2668], [-0.4335, 1.7001, 3.9789], [-1.4949, -1.3446, -3.6067], [0.9953, 1.4448, 2.9044], [-0.3934, 2.4348, 2.3296], [-0.0266, 2.8334, -1.4620], [-0.8091, -1.8677, 2.7176], [1.9344, -2.2852, -1.5861], [-2.7698, -0.4703, 1.9080], [-0.6808, -0.8582, 4.2094], [0.1875, 1.2296, -3.6309], [1.9819, 2.2123, 0.2419], [-0.8849, -3.0793, -4.0217], [0.5985, -2.8893, -0.4176], [-2.5974, 1.3142, 1.7472], [-2.6714, 0.5612, 3.3869], [3.4421, 0.2189, -0.8704], [-2.3869, -0.1457, -1.4024]]
}

=====

{
  "formula": "C12H19NS",
  "method": "wB97M-V/def2-TZVPD",
  "fmax_ev_per_a": 7.274,
  "lumo_ha": [-0.0339, -0.0338],
  "energy_ev": -25071.974,
  "smiles": "CCCC[C@H](C)C(C)=C=C=NC(C)=S",
  "orbital_gap_ev": [6.881, 6.884],
  "elements": ["S", "N", "C", "C", "C", "C", "C", "C", "C", "C", "C", "C", "C", "C", "H", "H", "H", "H", "H", "H", "H", "H", "H", "H", "H", "H", "H", "H", "H", "H", "H", "H", "H"],
  "coordinates": [[-4.1735, 2.9307, -0.5377], [-1.6854, 3.3629, -0.6506], [-0.9978, 2.3567, -0.8118], [0.7277, 0.3678, -1.2143], [1.0000, -0.7210, -0.2448], [-0.2656, -2.0488, 1.5137], [0.0491, -3.3930, 0.7334], [2.3082, -0.4308, 0.5322], [-2.8482, 5.3907, -0.1779], [-0.2126, -0.8381, 0.6713], [-2.8694, 3.8785, -0.4656], [1.3409, -3.9805, 1.3290], [-0.1933, 1.4087, -0.6937], [1.2665, 0.5488, -2.6475], [-3.2231, 5.9155, -1.0148], [2.2461, 0.6097, 1.0909], [-1.7138, 5.7651, -0.2137], [0.0250, -3.2603, -0.3793], [2.3250, 0.4131, -2.6699], [0.9971, -4.1437, 2.3040], [-0.1104, -0.0009, 1.3984], [2.1449, -3.3341, 1.2440], [-3.4803, 5.5820, 0.7130], [1.0424, 1.4974, -3.0483], [1.6684, -4.9613, 0.9377], [-0.6904, -4.0168, 1.1216], [0.8607, -0.1705, -3.3363], [1.2109, -1.7542, -0.7458], [0.4328, -2.0865, 2.4168], [2.1356, -1.1652, 1.2588], [-1.0532, -0.9287, -0.0661], [3.0870, -0.5425, -0.1663], [-1.3511, -2.2508, 1.8196]]
}

=====

{
  "formula": "C12H19O2S",
  "method": "wB97M-V/def2-TZVPD",
  "fmax_ev_per_a": 1.203,
  "lumo_ha": 0.1149,
  "energy_ev": -27680.547,
  "total_charge": -1,
  "orbital_gap_ev": 5.951,
  "elements": ["S", "O", "O", "C", "C", "C", "C", "C", "C", "C", "C", "C", "C", "C", "C", "H", "H", "H", "H", "H", "H", "H", "H", "H", "H", "H", "H", "H", "H", "H", "H", "H", "H", "H"],
  "coordinates": [[2.6560, 1.0694, 0.4715], [3.5308, 1.7048, -0.5112], [1.1486, 1.2932, -0.0733], [2.0358, -1.0825, -1.1830], [-0.0229, 1.4560, 0.7942], [-1.8840, -0.1888, 1.2894], [-3.1912, 1.6862, -0.5144], [2.1608, -1.4420, 1.3129], [-2.6166, -0.5503, -0.9946], [-1.1951, 0.6199, 0.4343], [-3.1360, -0.5251, 0.4454], [4.2701, -1.0805, -0.0345], [2.7867, -0.7805, 0.0989], [-1.9633, 0.8247, -0.8741], [-3.9715, 0.7705, 0.4464], [4.4430, -2.1473, -0.1670], [-1.8957, -1.3540, -1.1639], [1.0953, -1.2252, 1.3468], [0.9765, -0.8733, -1.0577], [2.2899, -2.5226, 1.2873], [0.2801, 1.2406, 1.8226], [2.4128, -0.4524, -1.9874], [-4.0265, 1.1851, 1.4568], [-3.7874, 1.9180, -1.4044], [-1.3954, 1.1919, -1.7338], [4.8083, -0.7456, 0.8482], [-4.9975, 0.6003, 0.0963], [-3.7029, -1.4028, 0.7742], [2.1536, -2.1293, -1.4696], [4.6734, -0.5432, -0.8906], [-3.4107, -0.6136, -1.7504], [-0.2511, 2.5316, 0.7085], [-2.8978, 2.6279, -0.0461], [2.6238, -1.0610, 2.2222]]
}

=====

{
  "formula": "C12H20Br2IN5O3PS2",
  "method": "wB97M-V/def2-TZVPD",
  "fmax_ev_per_a": 9.583,
  "lumo_ha": -0.1901,
  "energy_ev": -205487.621,
  "total_charge": 1,
  "orbital_gap_ev": 6.158,
  "elements": ["I", "Br", "Br", "S", "S", "P", "O", "O", "O", "N", "N", "N", "N", "N", "C", "C", "C", "C", "C", "C", "C", "C", "C", "C", "C", "C", "H", "H", "H", "H", "H", "H", "H", "H", "H", "H", "H", "H", "H", "H", "H", "H", "H", "H", "H", "H"],
  "coordinates": [[1.0044, -1.9923, -1.1879], [5.2237, -3.0721, -0.0881], [3.3968, -0.2651, 4.2717], [3.8233, 2.6524, -1.0716], [-4.6342, -1.9678, -2.0911], [5.1157, -0.7690, -0.2979], [0.7613, 0.3063, 3.2671], [5.0774, -0.1361, 1.3263], [-2.6317, -4.1913, -1.4204], [-3.6652, -2.8164, 0.4254], [3.5968, -0.4825, -1.1877], [1.4785, -0.5798, 0.2959], [2.5898, 1.6571, -0.2632], [-2.7862, -3.7317, 1.0419], [0.0108, 2.2875, -0.1356], [-2.6031, 0.1272, -1.5625], [-2.3240, 1.2337, 0.9122], [-2.1446, -4.5844, -0.0686], [-3.1874, 1.2505, -0.5084], [2.5636, 0.2602, -0.3631], [1.9736, -1.2983, 1.5312], [-1.1677, 2.3947, 0.9989], [-3.5536, -3.0995, -1.0605], [1.8763, -0.3892, 2.9209], [-3.7239, -0.4222, -2.6352], [1.5381, 2.4497, 0.5255], [3.7586, -0.0447, -2.1235], [-0.1879, 3.1640, -0.9126], [-2.0811, -0.7325, -0.9345], [1.2185, -2.2054, 1.7101], [-1.7632, 0.6625, -2.2066], [1.7890, 3.6126, 0.4317], [-1.9204, 0.1574, 1.1921], [-3.1362, -0.6450, -3.6403], [1.5527, 2.2202, 1.6794], [-4.3026, 0.9222, -0.2637], [-0.1002, 1.2780, -0.7267], [-1.3728, -5.4138, 0.2478], [-1.7143, 3.4363, 0.8593], [3.1423, 3.6716, -1.8049], [-0.6894, 2.3611, 2.0799], [-3.1225, 1.5011, 1.7569], [6.0131, 0.2225, 1.5224], [-3.2497, 2.3294, -0.9763], [-4.4766, 0.4636, -2.9008], [3.0345, -1.7827, 1.4352]]
}

=====

{
  "formula": "C12H20Br2N3O",
  "method": "wB97M-V/def2-TZVPD",
  "fmax_ev_per_a": 1.560,
  "lumo_ha": -0.2050,
  "energy_ev": -159362.957,
  "total_charge": 1,
  "orbital_gap_ev": 4.035,
  "elements": ["Br", "Br", "O", "N", "N", "N", "C", "C", "C", "C", "C", "C", "C", "C", "C", "C", "C", "C", "H", "H", "H", "H", "H", "H", "H", "H", "H", "H", "H", "H", "H", "H", "H", "H", "H", "H", "H", "H"],
  "coordinates": [[-0.0812, 0.2222, -2.6060], [-6.3200, 2.6313, -1.5198], [-0.4597, 2.4466, -0.9802], [2.3018, -1.9560, 1.6466], [-4.0521, 0.7703, -4.2875], [-2.8317, 1.2804, -4.2560], [0.4563, -0.2546, 1.1414], [-5.0561, 1.1017, -3.5294], [-4.9108, 2.0997, -2.5908], [3.4025, -1.0167, 1.7427], [1.4530, -1.6336, 4.0408], [1.8809, -2.5626, 2.8975], [4.6404, -1.6150, 2.3940], [-1.3162, 2.7865, -3.1971], [-2.6866, 2.2060, -3.3426], [-0.6193, 2.0130, -2.0830], [1.2415, -1.5169, 0.7631], [-3.6921, 2.6590, -2.5009], [1.6874, -1.3538, -0.2249], [1.1115, 0.5776, 1.3990], [-0.2238, -0.4330, 1.9733], [0.5385, -2.3440, 0.6269], [5.4716, -0.9136, 2.3197], [-3.4693, 3.4311, -1.7921], [3.6698, -0.7103, 0.7278], [0.4657, -1.2038, 3.8771], [-4.1928, 0.0503, -4.9856], [-0.7673, 2.7021, -4.1217], [4.4856, -1.8261, 3.4524], [1.0710, -3.2638, 2.6832], [-5.9871, 0.5865, -3.6485], [2.1614, -0.8190, 4.1959], [1.4048, -2.2011, 4.9717], [3.1253, -0.0976, 2.2831], [4.9315, -2.5399, 1.8955], [-0.1533, 0.0616, 0.2928], [2.6997, -3.1888, 3.2598], [-1.3813, 3.8242, -2.9184]]
}